# 1
{
  "formula": "C30H43IN6O11S2SiV",
  "method": "the ωB97M-V functional and the def2-TZVPD basis",
  "species": ["V", "N", "C", "C", "C", "C", "N", "C", "N", "N", "C", "O", "O", "H", "H", "H", "H", "H", "H", "H", "H", "H", "H", "H", "H", "H", "H", "O", "S", "O", "O", "C", "C", "C", "C", "C", "C", "S", "O", "O", "O", "H", "H", "H", "H", "C", "Si", "C", "C", "N", "C", "C", "C", "C", "C", "C", "O", "C", "C", "C", "C", "C", "C", "H", "H", "H", "H", "H", "H", "H", "H", "H", "H", "H", "H", "H", "H", "H", "H", "H", "H", "C", "O", "H", "H", "H", "N", "C", "O", "C", "I", "H", "H", "H", "H"],
  "positions_angstrom": [[0.805, -0.942, -0.558], [-2.885, 0.369, -0.206], [-2.536, -0.029, 1.159], [-3.593, 0.425, 2.169], [-3.266, 0.388, 3.660], [-2.733, -0.907, 4.275], [-1.316, -1.176, 4.022], [-0.316, -0.506, 4.597], [-0.561, 0.606, 5.321], [0.914, -0.963, 4.477], [-1.121, 0.470, 1.469], [-0.915, 1.392, 2.237], [-0.181, -0.218, 0.891], [-3.091, 1.364, -0.230], [-3.721, -0.115, -0.512], [-2.458, -1.119, 1.162], [-4.494, -0.164, 1.964], [-3.847, 1.464, 1.939], [-4.175, 0.652, 4.206], [-2.555, 1.197, 3.822], [-3.277, -1.770, 3.891], [-2.902, -0.889, 5.355], [-1.059, -2.098, 3.677], [-1.402, 1.122, 5.134], [0.233, 1.165, 5.579], [1.010, -1.961, 4.209], [1.660, -0.552, 5.010], [1.158, 3.686, -3.414], [1.533, 2.608, -2.536], [2.103, 1.415, -3.095], [-0.090, 2.281, -0.317], [2.739, 3.296, -1.382], [2.928, 4.664, -1.535], [3.954, 5.314, -0.870], [4.804, 4.594, -0.048], [4.611, 3.232, 0.121], [3.586, 2.569, -0.538], [3.456, 0.826, -0.148], [4.172, 0.067, -1.132], [3.908, 0.698, 1.217], [1.968, 0.656, -0.223], [2.268, 5.210, -2.193], [4.088, 6.379, -1.004], [5.613, 5.089, 0.472], [5.245, 2.666, 0.789], [-0.493, -4.748, -1.460], [-1.406, -3.317, -0.671], [-3.240, -3.397, -1.057], [-1.221, -3.349, 1.184], [-0.735, -1.800, -1.304], [-0.999, -1.341, -2.593], [-1.506, -2.123, -3.634], [-1.617, -1.616, -4.919], [-1.196, -0.328, -5.208], [-0.690, 0.477, -4.196], [-0.650, -0.020, -2.910], [-0.156, 0.668, -1.800], [-0.128, 2.076, -1.690], [0.208, 3.477, 0.244], [-0.184, 4.696, -0.206], [-1.053, 4.974, -1.276], [-1.639, 4.034, -2.146], [-1.301, 2.734, -2.334], [-0.668, -5.664, -0.890], [0.583, -4.558, -1.464], [-0.801, -4.930, -2.490], [-3.679, -4.188, -0.441], [-3.491, -3.608, -2.095], [-3.727, -2.459, -0.777], [-2.213, -3.364, 1.647], [-0.674, -2.486, 1.560], [-0.692, -4.234, 1.540], [-1.776, -3.151, -3.445], [-2.003, -2.250, -5.706], [-1.240, 0.051, -6.220], [-0.322, 1.468, -4.425], [0.753, 3.337, 1.166], [0.169, 5.531, 0.387], [-1.359, 6.005, -1.396], [-2.463, 4.399, -2.750], [-1.899, 2.128, -2.994], [2.435, -1.477, -3.138], [1.696, -1.249, -1.963], [3.438, -1.082, -2.989], [1.949, -0.968, -3.969], [2.463, -2.554, -3.313], [2.705, -1.993, 2.390], [2.289, -2.792, 1.346], [1.527, -2.104, 0.441], [2.445, -4.102, 1.176], [1.001, -4.326, 4.413], [3.167, -1.130, 2.116], [3.191, -2.511, 3.105], [3.010, -4.677, 1.893], [1.935, -4.610, 0.374]],
  "lowdin_charge": [1.134, 0.097, -0.297, -0.141, -0.185, -0.141, 0.102, -0.451, 0.208, 0.168, -0.530, 0.083, -0.128, 0.085, 0.076, 0.111, 0.118, 0.119, 0.118, 0.077, 0.129, 0.123, 0.076, 0.086, 0.121, -0.141, 0.123, -0.290, 0.820, -0.257, -0.014, -0.228, -0.062, -0.053, -0.049, -0.042, -0.202, 0.543, -0.255, -0.288, -0.385, 0.112, 0.111, 0.112, 0.118, -0.148, 0.464, -0.153, -0.174, -0.105, -0.255, -0.020, -0.073, -0.067, -0.022, -0.202, -0.083, -0.418, -0.089, -0.071, -0.056, -0.077, -0.007, 0.042, 0.024, 0.026, 0.039, 0.026, 0.021, 0.039, 0.000, 0.013, 0.082, 0.106, 0.108, 0.118, 0.142, 0.115, 0.103, 0.115, 0.112, -0.060, -0.294, 0.083, 0.090, 0.103, 0.123, -0.513, -0.165, 0.041, -0.143, 0.071, 0.064, 0.042, 0.053],
  "spin_multiplicity": 2,
  "s2": 0.792,
  "homo_energy_ev": [-6.98, -6.98],
  "de_lowest_kj_mol": 411.3,
  "charge": 0,
  "molar_mass_g_mol": 933.77,
  "energy_ev": -126607.9515,
  "orbital_gap_ev": [5.5, 5.5]
}

---

# 2
{
  "formula": "C30H43N5PdSbSeSi3",
  "method": "the ωB97M-V functional and the def2-TZVPD basis",
  "species": ["Pd", "C", "Sb", "C", "C", "C", "C", "C", "C", "N", "Si", "C", "C", "C", "C", "C", "C", "C", "C", "C", "N", "Si", "C", "C", "C", "Si", "C", "C", "C", "H", "H", "H", "H", "H", "H", "H", "H", "H", "H", "H", "H", "H", "H", "H", "H", "H", "H", "H", "H", "H", "H", "H", "H", "H", "H", "H", "H", "H", "H", "H", "H", "H", "H", "H", "H", "H", "H", "Se", "C", "C", "C", "C", "C", "C", "H", "H", "H", "H", "H", "N", "C", "N", "C", "N"],
  "positions_angstrom": [[0.386, 0.191, 0.617], [2.124, -3.649, 2.588], [0.675, -2.086, 2.105], [1.801, -1.477, 0.387], [1.646, -1.947, -0.997], [2.473, -2.945, -1.537], [2.346, -3.287, -2.867], [1.399, -2.633, -3.643], [0.634, -1.651, -3.038], [0.754, -1.308, -1.760], [3.356, -0.441, 0.550], [3.627, 0.489, -1.063], [3.383, 0.774, 1.987], [4.870, -1.558, 0.828], [-1.144, -3.320, 1.748], [-2.070, -2.535, 0.851], [-3.454, -2.762, 0.805], [-4.247, -2.013, -0.040], [-3.661, -1.045, -0.843], [-2.294, -0.879, -0.749], [-1.530, -1.597, 0.074], [-1.866, -3.374, 3.532], [-0.521, -3.696, 4.815], [-2.683, -1.723, 3.883], [-3.147, -4.729, 3.884], [-0.865, -5.046, 1.013], [-2.486, -5.892, 0.532], [0.153, -4.973, -0.558], [-0.005, -6.220, 2.215], [3.059, -3.112, 2.732], [2.237, -4.325, 1.744], [1.876, -4.197, 3.492], [3.195, -3.438, -0.901], [2.976, -4.056, -3.296], [1.263, -2.867, -4.690], [-0.105, -1.097, -3.607], [2.776, 1.127, -1.308], [3.799, -0.192, -1.896], [4.511, 1.122, -0.960], [2.681, 1.603, 1.874], [4.399, 1.177, 2.034], [3.185, 0.295, 2.952], [5.017, -2.258, 0.007], [4.756, -2.140, 1.742], [5.784, -0.970, 0.925], [-3.900, -3.520, 1.420], [-5.316, -2.182, -0.069], [-4.242, -0.427, -1.513], [-1.767, -0.133, -1.338], [0.169, -2.861, 4.932], [0.047, -4.605, 4.623], [-1.028, -3.824, 5.774], [-2.207, -0.906, 3.341], [-2.617, -1.494, 4.946], [-3.737, -1.733, 3.602], [-2.776, -5.743, 3.751], [-4.074, -4.634, 3.325], [-3.406, -4.618, 4.940], [-2.989, -5.370, -0.280], [-3.188, -6.000, 1.354], [-2.238, -6.895, 0.176], [-0.233, -4.227, -1.254], [0.134, -5.943, -1.060], [1.194, -4.724, -0.359], [-0.596, -6.424, 3.105], [0.976, -5.874, 2.533], [0.135, -7.170, 1.695], [-0.568, 1.561, 2.508], [-0.322, 0.939, 4.298], [-1.340, 1.191, 5.222], [-1.220, 0.801, 6.545], [-0.083, 0.135, 6.984], [0.940, -0.112, 6.080], [0.826, 0.295, 4.758], [-2.241, 1.689, 4.887], [-2.028, 1.010, 7.236], [0.008, -0.179, 8.016], [1.842, -0.617, 6.403], [1.644, 0.116, 4.065], [-2.391, 5.342, -1.311], [-1.387, 4.822, -1.067], [-0.183, 4.333, -0.801], [-0.102, 3.049, -0.713], [0.088, 1.898, -0.694]],
  "lowdin_charge": [0.395, -0.282, 1.421, -0.534, -0.446, -0.081, -0.082, -0.082, -0.139, 0.094, 0.403, -0.167, -0.189, -0.181, -0.550, -0.418, -0.062, -0.060, -0.058, -0.137, 0.053, 0.438, -0.193, -0.152, -0.179, 0.461, -0.169, -0.157, -0.169, -0.018, -0.007, -0.016, 0.104, 0.103, 0.092, 0.105, 0.017, 0.027, 0.029, 0.014, 0.030, 0.006, 0.013, 0.006, 0.024, 0.086, 0.105, 0.101, 0.088, 0.004, 0.013, 0.036, 0.003, 0.034, 0.037, 0.016, 0.018, 0.031, 0.030, 0.014, 0.031, 0.039, 0.038, 0.009, 0.018, -0.001, 0.034, 0.615, -0.690, -0.174, -0.115, -0.119, -0.112, -0.181, 0.091, 0.094, 0.088, 0.097, 0.037, 0.057, -0.445, 0.048, -0.409, 0.025],
  "spin_multiplicity": 3,
  "s2": 2.015,
  "homo_energy_ev": [-4.47, -4.52],
  "de_lowest_kj_mol": 0.0,
  "charge": -1,
  "molar_mass_g_mol": 865.11,
  "energy_ev": -138258.0487,
  "orbital_gap_ev": [6.8, 6.0]
}

---

# 3
{
  "formula": "C30H43NOPReS4SbTe",
  "method": "the ωB97M-V functional and the def2-TZVPD basis",
  "species": ["Re", "S", "Sb", "S", "S", "S", "C", "C", "C", "C", "C", "C", "N", "C", "C", "C", "C", "C", "C", "H", "H", "H", "H", "H", "H", "H", "H", "H", "H", "O", "P", "C", "C", "C", "C", "C", "C", "C", "C", "C", "C", "C", "C", "C", "C", "C", "C", "C", "C", "H", "H", "H", "H", "H", "H", "H", "H", "H", "H", "H", "H", "H", "H", "H", "H", "H", "H", "H", "H", "H", "H", "H", "H", "H", "H", "H", "H", "H", "H", "H", "H", "H", "Te"],
  "positions_angstrom": [[2.354, 0.398, -0.283], [1.989, -2.134, -4.601], [3.539, -1.391, -3.130], [2.883, -1.997, -0.649], [2.505, 0.859, -2.470], [5.795, -1.101, -3.070], [-0.122, 4.064, 2.993], [1.239, 3.984, 3.246], [2.083, 3.394, 2.325], [1.563, 2.856, 1.144], [0.193, 2.948, 0.888], [-0.638, 3.550, 1.812], [2.428, 2.297, 0.183], [3.280, 3.224, -0.420], [4.585, 2.890, -0.824], [5.382, 3.797, -1.488], [4.905, 5.067, -1.778], [3.622, 5.417, -1.382], [2.823, 4.524, -0.700], [-0.777, 4.538, 3.707], [1.648, 4.398, 4.154], [3.144, 3.333, 2.510], [-0.175, 2.603, -0.068], [-1.693, 3.641, 1.597], [4.992, 1.920, -0.568], [6.381, 3.511, -1.775], [5.527, 5.773, -2.304], [3.239, 6.396, -1.620], [1.814, 4.800, -0.434], [0.426, -0.308, 0.427], [-0.899, -1.041, 0.335], [-2.046, 0.141, -0.533], [-3.474, -0.343, -0.775], [-3.646, -1.039, -2.119], [-3.196, -0.121, -3.249], [-1.711, 0.183, -3.096], [-1.431, 0.844, -1.750], [-1.520, -1.244, 2.078], [-0.601, -2.223, 2.822], [-0.766, -2.064, 4.330], [-0.257, -0.695, 4.794], [-0.390, 0.350, 3.684], [-1.635, 0.080, 2.849], [-0.633, -2.777, -0.306], [-1.851, -3.697, -0.052], [-2.302, -4.606, -1.206], [-1.187, -4.892, -2.201], [-0.731, -3.565, -2.786], [0.001, -2.769, -1.713], [-2.084, 0.896, 0.270], [-4.126, 0.535, -0.756], [-3.791, -0.998, 0.041], [-4.695, -1.310, -2.248], [-3.055, -1.954, -2.137], [-3.771, 0.808, -3.220], [-3.375, -0.593, -4.215], [-1.378, 0.856, -3.889], [-1.144, -0.740, -3.205], [-1.848, 1.855, -1.783], [-0.343, 0.948, -1.613], [-2.518, -1.685, 1.992], [0.445, -2.033, 2.563], [-0.840, -3.249, 2.543], [-0.220, -2.856, 4.842], [-1.821, -2.183, 4.581], [0.789, -0.764, 5.096], [-0.828, -0.378, 5.667], [0.484, 0.334, 3.029], [-0.444, 1.349, 4.119], [-1.804, 0.921, 2.174], [-2.501, 0.027, 3.512], [0.162, -3.102, 0.381], [-2.708, -3.093, 0.253], [-1.608, -4.338, 0.797], [-3.131, -4.142, -1.744], [-2.690, -5.532, -0.782], [-1.563, -5.549, -2.985], [-0.347, -5.390, -1.712], [-1.596, -3.022, -3.167], [-0.049, -3.715, -3.625], [0.143, -1.737, -2.053], [0.995, -3.221, -1.633], [4.601, -0.722, 0.379]],
  "lowdin_charge": [0.645, -0.023, 0.125, -0.143, 0.204, -0.126, -0.072, -0.059, -0.006, -0.319, -0.035, -0.074, -0.172, -0.328, -0.077, -0.058, -0.053, -0.055, 0.003, 0.112, 0.114, 0.125, 0.097, 0.113, 0.020, 0.116, 0.113, 0.113, 0.119, -0.502, 0.915, -0.322, -0.174, -0.184, -0.182, -0.183, -0.198, -0.327, -0.200, -0.181, -0.181, -0.194, -0.174, -0.309, -0.170, -0.186, -0.184, -0.213, -0.270, 0.096, 0.128, 0.103, 0.123, 0.079, 0.120, 0.118, 0.123, 0.086, 0.126, 0.045, 0.118, 0.116, 0.104, 0.116, 0.118, 0.112, 0.113, 0.099, 0.107, 0.079, 0.129, 0.101, 0.089, 0.109, 0.103, 0.115, 0.118, 0.125, 0.101, 0.059, 0.055, 0.036, 0.638],
  "spin_multiplicity": 1,
  "homo_energy_ev": [-10.75, -10.72],
  "de_lowest_kj_mol": 36.8,
  "charge": 1,
  "molar_mass_g_mol": 1028.49,
  "energy_ev": -103932.9539,
  "orbital_gap_ev": [5.8, 5.9]
}